(1)
{
  "formula": "C32H56B3FO18",
  "method": "ωB97M-V with the def2-TZVPD basis set",
  "species": ["C", "C", "C", "C", "C", "C", "C", "C", "C", "C", "B", "O", "B", "O", "B", "C", "C", "F", "O", "H", "H", "H", "H", "H", "H", "H", "H", "H", "H", "H", "H", "H", "H", "H", "H", "H", "H", "H", "H", "H", "H", "H", "H", "H", "H", "C", "C", "C", "O", "C", "O", "O", "H", "H", "H", "H", "H", "H", "C", "C", "C", "O", "C", "O", "O", "H", "H", "H", "H", "H", "H", "C", "C", "C", "O", "C", "O", "O", "H", "H", "H", "H", "H", "H", "C", "C", "C", "O", "C", "O", "O", "H", "H", "H", "H", "H", "H", "C", "C", "C", "O", "C", "O", "O", "H", "H", "H", "H", "H", "H"],
  "xyz": [[6.0619, -0.0221, 1.2236], [4.7672, 0.6159, 0.7455], [4.1665, -0.0447, -0.4828], [4.1069, -1.5814, -0.4162], [3.0759, -2.0524, 0.5857], [2.6522, -3.5069, 0.3775], [1.7197, -4.0002, 1.4966], [0.2547, -4.0156, 1.0466], [-0.4343, -2.6564, 1.3528], [-1.0185, -2.0435, 0.0709], [-1.8510, -0.7444, 0.2885], [-1.3514, 0.3724, 0.9429], [-2.0014, 1.5382, 0.6225], [-2.7200, 1.6850, -0.5400], [-3.0882, 0.4730, -1.0946], [-3.3562, 0.2602, -2.6384], [-2.0104, 0.3507, -3.3559], [-3.8978, -1.0217, -2.8026], [-3.1387, -0.6093, -0.2437], [6.7096, 0.6773, 1.7374], [6.6149, -0.4875, 0.4182], [5.8308, -0.8196, 1.9231], [4.9091, 1.6699, 0.5295], [4.0555, 0.5866, 1.5647], [3.1406, 0.2760, -0.6450], [4.7274, 0.2156, -1.3753], [5.0815, -2.0078, -0.2112], [3.8204, -1.9109, -1.4136], [2.1732, -1.4570, 0.4777], [3.4410, -1.9068, 1.5963], [3.5124, -4.1611, 0.2815], [2.1354, -3.5273, -0.5770], [2.0142, -5.0082, 1.7548], [1.8359, -3.3809, 2.3752], [0.2103, -4.1823, -0.0178], [-0.2862, -4.8206, 1.5220], [-1.1806, -2.7657, 2.1285], [0.3612, -2.0016, 1.6783], [-1.6401, -2.7712, -0.4381], [-0.2100, -1.8064, -0.6225], [-1.9341, 2.4725, 1.3510], [-4.0583, 0.9666, -3.0800], [-2.0241, -0.2165, -4.2756], [-1.2432, -0.0553, -2.7036], [-1.7921, 1.3991, -3.5150], [0.9708, 1.9375, 2.4178], [1.7009, 2.8086, 3.4171], [1.7048, 4.2893, 3.1205], [2.9138, 4.7221, 3.7642], [3.7664, 3.6665, 3.7605], [4.9262, 3.7243, 4.0182], [3.1173, 2.5337, 3.4076], [0.8844, 2.4214, 1.4435], [1.5074, 1.0012, 2.2711], [-0.0353, 1.7048, 2.7562], [1.3411, 2.6126, 4.4302], [0.8426, 4.8176, 3.5197], [1.7971, 4.4979, 2.0523], [3.6591, -9.3976, -2.6162], [3.3133, -8.0681, -1.9767], [4.1861, -7.6555, -0.8154], [3.3065, -6.8062, -0.0670], [2.0382, -7.2309, -0.3032], [1.0827, -6.8860, 0.3119], [2.0211, -8.1112, -1.3357], [4.2131, -10.0411, -1.9315], [2.7558, -9.9276, -2.9122], [4.2777, -9.2471, -3.4999], [3.2716, -7.2813, -2.7340], [5.0823, -7.1160, -1.1124], [4.4636, -8.5017, -0.1829], [-7.7600, 0.8047, -2.9906], [-7.3326, 1.7801, -4.0705], [-7.1215, 3.1990, -3.6062], [-7.3662, 3.9471, -4.8044], [-8.2453, 3.2254, -5.5535], [-8.8193, 3.6401, -6.5053], [-8.3745, 1.9704, -5.0504], [-8.2183, 1.3177, -2.1430], [-8.4862, 0.0906, -3.3739], [-6.9005, 0.2518, -2.6114], [-6.4555, 1.3977, -4.5996], [-6.1199, 3.3877, -3.2261], [-7.8555, 3.5011, -2.8589], [-10.1073, 4.8963, -1.1763], [-10.8197, 3.7665, -0.4631], [-11.3610, 4.0913, 0.9086], [-11.3615, 2.8051, 1.5423], [-10.3664, 2.0746, 0.9753], [-9.9555, 1.0441, 1.3949], [-9.9059, 2.6964, -0.1431], [-9.7414, 5.6523, -0.4801], [-9.2517, 4.5205, -1.7300], [-10.7760, 5.3952, -1.8763], [-11.5998, 3.3453, -1.1019], [-12.3622, 4.5147, 0.8932], [-10.6963, 4.7493, 1.4730], [7.8549, 3.7538, 3.1685], [8.9486, 2.7678, 2.8131], [10.3485, 3.3297, 2.7569], [10.9966, 2.4381, 1.8382], [10.0409, 1.9678, 0.9949], [10.2591, 1.3687, -0.0074], [8.8062, 2.2811, 1.4591], [8.1552, 4.7818, 2.9556], [6.9517, 3.5488, 2.6030], [7.6130, 3.6947, 4.2267], [8.9027, 1.8980, 3.4732], [10.8575, 3.3286, 3.7177], [10.3751, 4.3356, 2.3320]],
  "total_charge": 0,
  "orbital_gap_ev": 10.387,
  "molar_mass_g_mol": 780.22
}


(2)
{
  "formula": "C2H6N4O2",
  "method": "ωB97M-V with the def2-TZVPD basis set",
  "species": ["C", "C", "H", "H", "H", "H", "H", "H", "N", "N", "N", "N", "O", "O"],
  "xyz": [[0.7733, -1.6391, 0.3639], [-0.5261, 0.9980, -1.3722], [-0.7292, 0.0879, 1.3766], [-1.6875, -1.0839, 2.0401], [1.5116, -2.4221, 0.2808], [2.0370, -0.4636, -0.6590], [-1.2011, 1.0194, -2.2394], [0.7968, 1.1062, 0.5182], [-1.1363, -0.8398, 1.2333], [-0.2107, -1.8612, 1.1291], [1.0876, -0.3880, -0.3092], [-0.5300, 1.9659, -0.5368], [0.2064, -0.2147, -1.3752], [0.2080, 1.8977, 0.6399]],
  "smiles": "N/N=C\\NO/C=N\\O",
  "total_charge": 0,
  "orbital_gap_ev": 9.915,
  "de_lowest_kj_mol": 485.14,
  "molar_mass_g_mol": 118.10
}


| no. | calculated total energy (hartree) | E_LUMO (eV) |
| --- | --- | --- |
| 1 | -2782.0091 | 0.18 |
| 2 | -449.1364 | 0.65 |